No. 1
C28H47BrIrNOP3 as an isolated structure, computed with the ωB97M-V functional and the def2-TZVPD basis.

As for the LUMO energy (spin up / spin down): -0.4652 / -0.5227 Ha. As for the multiplicity: 6. The largest force on an atom comes out at 3.768 eV Å⁻¹. As for the highest occupied orbital energy (spin up / spin down): -18.99 / -19.80 eV. Its net charge is +4. As for the frontier orbital gap (spin up / spin down): 6.33 / 5.58 eV.

The geometry in XYZ format:
```
82
C28H47BrIrNOP3 the ωB97M-V functional and the def2-TZVPD basis
H 1.51658 1.24240 2.17339
O 0.24566 -0.39939 3.36415
C 4.65639 5.55878 -2.10113
H -1.41501 2.25319 3.41794
C -0.78768 3.40283 1.63473
H 1.38442 -2.72684 5.16670
H 3.83043 1.78567 1.60247
C 0.48558 0.19559 -1.27725
C 0.35215 3.76443 -0.51888
H 1.60887 -1.60067 6.52123
H 1.33405 1.55947 5.26137
H 2.33010 -1.84239 1.45423
H -0.33190 0.92812 -1.24363
H -3.78120 -2.82350 -0.16992
H 3.69572 4.55629 -5.09179
C -5.30680 -3.92759 -1.37254
H -3.15924 0.87073 -0.11649
H -1.36106 -5.53341 -2.51978
H 1.61197 3.96414 -3.84213
H -1.31585 -2.31642 5.17775
C 2.47077 4.38713 -3.32317
C 3.63668 4.74544 -4.02057
H 3.20492 -3.05210 -0.53940
Ir -1.09581 -0.56067 1.55314
H -2.48450 -0.61941 -2.49961
H 3.77369 0.89580 0.08231
H -5.92990 -3.02642 -1.36820
H -3.35775 -4.50363 -0.57593
C 1.60266 -1.68252 5.42318
H 1.98949 1.72964 -1.61358
H 2.51895 0.08738 -2.10317
H -1.88282 -4.70376 -3.98392
H 1.04082 -2.62841 0.55994
H -0.90029 -3.42119 -1.35431
C -1.16140 -1.32248 5.61493
C -2.36262 1.51633 0.23767
H -0.15095 -4.81938 -3.61648
C -1.82796 2.61163 -0.43146
H -1.00702 -1.41960 6.70064
C -1.31313 2.32450 2.33588
C 1.66782 0.77638 -2.04603
C -0.76300 3.29562 0.21709
C 2.71748 -2.07742 -0.68393
C 3.36941 0.92357 1.10299
C 1.38652 4.05760 -1.12792
H 2.16643 -2.12321 -1.63303
H -0.66259 -2.56046 -2.90693
C 3.54374 5.24098 -1.31492
H 0.08068 -0.70657 -1.75742
H -2.01650 -0.66192 5.43222
C 2.46410 4.57535 -1.92333
C 1.85383 1.10522 1.13641
C -1.14144 -4.68453 -3.17346
H -2.07981 2.87685 -1.45149
C -3.85427 -3.59239 -0.95243
H -4.38611 -2.04251 -4.49827
H 5.52814 6.01935 -1.64320
H 0.74186 0.82594 6.76197
H -4.22283 -0.26868 -4.52079
H 2.59027 -1.37545 5.05294
P -3.00002 -2.96689 -2.39673
H -0.34099 4.27867 2.11682
P 0.29615 -0.57906 4.86147
H 1.34724 0.99116 -3.07364
C -3.35618 -1.24557 -2.74077
N 4.67335 5.30258 -3.40542
H 3.51688 5.47904 -0.25622
C 0.50632 0.99331 5.69942
H 1.53721 2.00170 0.58602
H -5.32670 -4.34868 -2.38887
C 1.78769 -1.81979 0.49562
C -1.74437 1.27002 1.48833
H 3.51449 -1.32532 -0.76011
H 3.68575 0.02257 1.64100
C -1.24162 -3.35107 -2.40005
H -0.42823 1.55973 5.65235
H -5.74449 -4.66760 -0.69330
P 0.81205 -0.27368 0.45860
H -2.82266 -1.31638 -4.87089
C -3.71895 -1.20422 -4.24882
H -4.20587 -0.89245 -2.13820
Br -1.08780 -2.96148 1.70465
```

No. 2
A 8-piece molecular cluster, C18H24B2NO36S5 overall, computed with the ωB97M-V functional and the def2-TZVPD basis.

As for the LUMO energy: -0.0238 Ha. The largest force on an atom comes out at 7.399 eV Å⁻¹. As for the highest occupied orbital energy: -6.22 eV. Its net charge is -1. As for the frontier orbital gap: 5.57 eV.

The geometry in XYZ format:
```
86
C18H24B2NO36S5 the ωB97M-V functional and the def2-TZVPD basis
O -16.41765 11.11704 -25.54727
S -8.63513 10.30360 -30.96550
C -3.59151 11.84473 -24.63761
O -6.47535 1.52360 -22.43762
O -12.64785 2.81293 -21.72389
O -21.54669 12.74787 -29.73167
C -9.04663 -1.74590 -28.29903
H -13.32685 0.40400 -19.87654
B -18.67395 11.99665 -28.06487
O -4.37000 9.66269 -24.72380
H -2.77518 12.35438 -24.12575
C -6.03274 2.58955 -19.03285
O -23.25764 6.61275 -28.06938
O -8.88353 11.54442 -30.21878
C -17.11844 11.34506 -26.54243
C -10.14052 -2.46774 -27.59736
O -10.38240 1.23737 -27.32206
B -21.02591 6.13563 -25.39613
C -19.93485 4.38345 -24.56022
H -8.30153 -1.34048 -27.61451
O -4.77295 11.81363 -23.86316
O -15.60725 10.41781 -28.30464
H -8.19669 10.59825 -34.20642
O -6.70478 10.13655 -23.63800
O -22.06120 7.09593 -24.86567
O -14.02104 4.59697 -20.41524
H -4.81716 4.31468 -19.47717
H -9.85294 -3.09506 -26.75363
C -13.12221 1.55790 -21.51295
O -10.83830 -1.37156 -27.01492
O -17.74125 5.27655 -24.75973
H -3.74771 2.92723 -19.21049
O -9.60421 -0.63603 -28.88569
O -7.16484 10.30172 -31.70446
O -19.68406 3.23761 -23.98318
H -12.49968 8.05769 -25.31579
H -14.80978 1.42831 -20.06400
O -9.41293 10.19577 -32.47397
O -20.03904 11.69868 -28.38278
O -4.68679 9.68131 -22.25256
O -21.42867 5.97593 -26.82039
O -8.64642 9.03671 -30.19880
O -4.80320 2.82976 -20.91199
H -12.86625 6.93127 -24.27683
C -8.45149 9.86199 -33.44411
O -17.74664 11.09388 -28.73311
C -16.69002 10.92330 -27.97207
S -5.26779 10.20259 -23.50813
H -6.42780 3.23740 -18.25034
H -11.37072 7.54041 -23.99415
O -12.04826 -0.00673 -28.76479
C -22.90528 7.45968 -25.75781
O -23.87787 8.22052 -25.65408
O -11.53655 4.38586 -20.07186
H -13.86451 1.19048 -22.22153
H -10.79528 -2.94395 -28.32715
H -6.97265 8.57497 -32.76881
O -19.48467 14.64386 -30.19734
O -6.87188 2.07341 -20.07069
H -6.23329 9.77652 -33.51797
H -2.27531 10.03041 -24.47649
H -3.75805 12.36755 -25.57942
C -4.73034 3.23215 -19.57043
H -12.27972 0.86897 -21.57360
H -2.93927 10.31653 -25.99117
O -19.60287 6.54743 -25.31174
H -5.75608 1.66725 -18.52204
C -22.52762 6.63699 -27.08676
O -21.11154 4.77323 -24.84897
S -10.85658 -0.00675 -27.95263
S -6.41672 2.64603 -21.54483
O -18.45387 13.35058 -28.56703
H -8.34241 -2.19547 -28.99906
C -18.92107 5.47616 -24.85034
C -3.19936 10.38291 -24.93474
O -18.34487 11.91584 -26.65982
S -12.84175 3.72859 -20.30227
H -8.83503 9.02535 -34.02809
C -19.38532 13.67616 -29.42049
O -13.19869 2.40058 -19.36760
O -6.96143 3.98572 -21.85471
N -12.06843 7.37771 -24.70608
H -11.54980 6.72284 -25.27378
C -7.13278 9.64291 -32.91699
C -20.48497 12.63516 -29.22211
C -13.72472 1.37969 -20.15553
```

No. 3
One molecule with the formula CH3NOS, computed with the ωB97M-V functional and the def2-TZVPD basis.

As for the LUMO energy: 0.0125 Ha. The largest force on an atom comes out at 4.938 eV Å⁻¹. As for the highest occupied orbital energy: -9.09 eV. Its net charge is 0. As for the frontier orbital gap: 9.43 eV. As for the structure (SMILES): ONC=S.

The geometry in XYZ format:
```
7
CH3NOS the ωB97M-V functional and the def2-TZVPD basis
O -1.41014 0.54822 -0.91217
H -0.47468 1.07656 -1.01613
H -0.10126 -1.05775 1.53410
S 1.43473 -0.01208 -0.00152
C -0.00058 -0.48845 0.72373
H -2.27104 0.04849 0.67051
N -1.26057 -0.18987 0.25582
```

Record-wise ΔE to the lowest compared entry with this formula, charge and spin values, in eV: 0.0000, 10.2782, 3.1612